1.
Entry from the OMol25 dataset: 5 unconnected molecules or ions with the total composition C2H12O5 at a distorted geometry (wB97M-V/def2-TZVPD).

The geometry in ORCA input format:
```
! wB97M-V def2-TZVPD RIJCOSX def2/J DEFGRID3
* xyz 0 1
C 0.24048 3.10962 1.08667
C 0.51305 1.76401 1.01601
O 0.24818 0.90117 0.06869
H 0.40962 3.69768 2.02596
H -0.05020 3.58230 0.14600
H 0.29150 1.37056 1.98279
H 0.20040 -0.00777 0.48117
O 3.20258 -0.90216 -0.45851
H 3.50013 -0.21655 0.24126
H 3.93916 -1.06494 -1.07970
O -0.17741 -1.37710 0.54835
H -0.85296 -1.77791 -0.02177
H 0.40386 -2.15091 0.69531
O -2.06318 -2.81453 -0.76694
H -2.84959 -2.74370 -0.21477
H -2.14864 -2.42924 -1.62265
O -1.70777 -0.05039 -1.55392
H -2.19887 0.63068 -0.92931
H -0.90036 0.47919 -1.64465
*
```

Results
Frontier orbital gap, eV: 8.70
E_HOMO, eV: -8.115
ΔE to the lowest compared entry with this formula, charge and spin, kJ/mol: 178.4
Total energy, eV: -12504.3328
Structure (SMILES): C=CO.O.O.O.O

2.
Entry from the OMol25 dataset: 2 unconnected molecules or ions with the total composition C5H11NO at a distorted geometry (wB97M-V/def2-TZVPD).

The geometry in ORCA input format:
```
! wB97M-V def2-TZVPD RIJCOSX def2/J DEFGRID3
* xyz 0 1
C 0.33462 -2.85388 0.53822
C -0.15701 -1.63599 0.22375
N -1.54497 -1.36745 0.33278
C 0.70795 -0.51702 -0.26461
C 0.37470 0.29407 -1.26311
C 1.26483 1.06644 -2.20689
H -0.45479 -3.59225 0.60064
H 1.36502 -2.90958 0.84823
H -1.86345 -1.93991 1.10463
H -1.82396 -0.45347 0.66640
H 1.71961 -0.59631 0.14089
H -0.68938 0.22412 -1.49689
H 2.02306 0.37408 -2.56764
H 0.71536 1.45988 -3.05616
H 1.80009 1.88058 -1.71013
O -1.54481 3.69593 2.94794
H -1.65318 3.15738 2.13857
H -0.57370 3.71336 3.02338
*
```

Results
Frontier orbital gap, eV: 8.65
E_HOMO, eV: -8.155
ΔE to the lowest compared entry with this formula, charge and spin, kJ/mol: 241.1
Total energy, eV: -8899.1983
Structure (SMILES): C=C(N)/C=C/C.O

Number 1: E_LUMO 0.583 eV. Number 2: E_LUMO 0.492 eV.